Entry from the Open Molecules 2025 dataset: C20H12BCo2F3O7 as an isolated structure in a non-equilibrium geometry (the ωB97M-V functional and the def2-TZVPD basis).

Positions of all 45 atoms, in Å:
C1 -0.47295 -4.94697 3.05456
C2 -0.02609 -3.91409 2.12332
C3 1.08898 -3.87684 1.27134
C4 1.03321 -2.67633 0.57700
C5 -0.10883 -1.87141 1.08300
B1 3.40723 1.45832 2.43398
F1 4.52002 1.36418 3.18985
F2 3.43044 2.24139 1.33039
F3 2.31457 0.72572 2.72869
O1 -0.80866 -2.82435 1.97498
H1 0.33448 -5.67824 3.18352
H2 -0.74094 -4.50977 4.03231
H3 -1.36860 -5.46901 2.67284
H4 1.82889 -4.66898 1.16162
H5 1.76930 -2.27158 -0.11031
O2 -0.24661 -0.60767 -5.25609
C6 -0.24862 -0.36796 -4.12352
Co1 -0.13450 0.10315 -2.44976
C7 -0.66594 -1.45213 -1.40676
O3 -0.80725 -2.54447 -1.89069
C8 1.57102 -0.12571 -2.59138
O4 2.67792 -0.43862 -2.74845
C9 -0.84686 1.34209 0.02317
C10 -0.33962 1.93879 -1.21129
C11 0.84700 2.71042 -1.30133
C12 1.15943 3.34747 -2.48655
C13 0.29496 3.25727 -3.59748
C14 -0.86617 2.51471 -3.55820
C15 -1.19766 1.79063 -2.35943
C16 -1.17542 0.16608 0.54172
C17 -1.06240 -1.24268 0.16446
Co2 -1.59512 1.52278 1.65689
C18 -0.44335 2.19712 2.86395
O5 0.23258 2.71369 3.64569
C19 -3.01956 0.82284 2.41531
O6 -3.98576 0.41393 2.90259
C20 -2.22087 3.06945 1.22399
O7 -2.64956 4.09549 0.89910
H6 1.48712 2.78720 -0.41892
H7 2.06098 3.97184 -2.55003
H8 0.54489 3.80167 -4.51412
H9 -1.58241 2.48198 -4.38168
H10 -2.22880 1.46108 -2.17454
H11 0.31382 -1.09905 1.74710
H12 -2.07431 -1.71343 0.22913

Output
multiplicity: 1
E: -119346.130 eV
energy above the lowest of the compared OMol25 structures with the same formula, charge and spin: 37.98 kcal/mol
LUMO: -2.582 eV
gap between HOMO and LUMO: 3.46 eV

***

Entry from the Open Molecules 2025 dataset: C20H12F12NO4Pt as an isolated structure in a non-equilibrium geometry (the ωB97M-V functional and the def2-TZVPD basis).

Positions of all 50 atoms, in Å:
Pt1 0.40815 -0.05337 0.40469
C1 -5.48141 -0.66572 -3.82731
C2 -4.20485 -0.82702 -3.03798
C3 -3.29673 -1.84192 -3.31101
C4 -2.12133 -1.95483 -2.60019
C5 -1.79155 -1.05638 -1.56055
N1 -0.60416 -1.21082 -0.89673
C6 0.16211 -2.39484 -1.05381
C7 -0.36351 -3.60678 -0.61563
C8 0.37267 -4.77302 -0.70077
C9 1.66211 -4.74965 -1.22274
C10 2.49921 -6.00259 -1.30474
C11 2.18104 -3.53042 -1.63139
C12 1.46433 -2.33550 -1.54718
C13 2.04056 -0.95244 -1.93887
O1 1.70816 0.09499 -1.11449
C14 3.60284 -0.98011 -1.90418
F1 4.13436 0.23397 -1.99634
F2 4.02925 -1.50002 -0.74117
F3 4.14656 -1.71213 -2.90169
C15 1.58120 -0.61071 -3.39519
F4 0.32528 -0.18000 -3.39991
F5 1.65034 -1.67219 -4.21455
F6 2.34120 0.35213 -3.94344
C16 -2.69855 -0.00316 -1.28601
C17 -3.87368 0.06335 -2.02806
C18 -2.40139 1.00548 -0.16211
O2 -1.07864 1.33099 -0.00962
C19 -3.05016 0.46133 1.14899
F7 -2.86661 1.30674 2.17288
F8 -2.52043 -0.71988 1.49750
F9 -4.36890 0.25763 1.02487
C20 -3.04717 2.40484 -0.47929
F10 -2.71866 2.78497 -1.71965
F11 -4.39473 2.43350 -0.39780
F12 -2.61153 3.34968 0.35462
H1 -5.82250 -1.62166 -4.22929
H2 -5.35350 0.01584 -4.67390
H3 -6.28102 -0.25962 -3.20499
H4 -3.50556 -2.55422 -4.10395
H5 -1.42091 -2.73650 -2.85822
H6 -1.37103 -3.61005 -0.21344
H7 -0.05617 -5.70845 -0.35372
H8 1.87236 -6.89551 -1.33112
H9 3.16567 -6.09375 -0.44260
H10 3.12456 -6.00481 -2.19952
H11 3.18445 -3.52530 -2.03067
H12 -4.59013 0.84183 -1.80416
O3 1.22885 0.57825 2.10052
O4 0.00513 0.12752 2.38581

Output
multiplicity: 1
E: -66470.116 eV
net charge: -1
LUMO (alpha / beta): 1.049 / 1.055 eV
gap between HOMO and LUMO (alpha / beta): 5.58 / 5.59 eV

***

Entry from the Open Molecules 2025 dataset: C20H12F6N6O4S5SbSn as an isolated structure in a non-equilibrium geometry (the ωB97M-V functional and the def2-TZVPD basis).

Positions of all 55 atoms, in Å:
Sn1 -0.17500 1.12613 1.05917
C1 -0.41130 4.43943 -1.98483
C2 -0.61690 3.83243 -3.22243
C3 -1.06030 2.53123 -3.27013
C4 -1.27260 1.82373 -2.06953
N1 -0.97790 2.39853 -0.88913
C5 -0.58620 3.67323 -0.85233
N2 -1.84030 0.59763 -2.16453
C6 -1.95280 -0.32027 -1.27043
N3 -1.46520 -0.38907 0.01727
C7 -1.78310 -1.62037 0.54847
N4 -1.58180 -2.13167 1.70817
C8 -1.09210 -1.58897 2.84627
C9 -1.00760 -2.45677 3.95237
C10 -0.57390 -1.98217 5.16737
C11 -0.26230 -0.63157 5.28687
C12 -0.38530 0.16823 4.16907
N5 -0.77390 -0.29047 2.97957
C13 -2.48370 -2.40517 -0.47023
C14 -2.93800 -3.70927 -0.47303
C15 -3.54280 -4.17097 -1.63513
C16 -3.70030 -3.34827 -2.74423
C17 -3.23620 -2.04007 -2.74063
C18 -2.62030 -1.58507 -1.59103
H1 -0.11520 5.47443 -1.91353
H2 -0.44290 4.38843 -4.13203
H3 -1.24950 2.02593 -4.20353
H4 -0.42290 4.08393 0.14197
H5 -1.28110 -3.48987 3.81707
H6 -0.48110 -2.64077 6.01847
H7 0.09180 -0.22257 6.21777
H8 -0.15150 1.23273 4.21717
H9 -2.80060 -4.33577 0.39427
H10 -3.88900 -5.19147 -1.68283
H11 -4.17820 -3.73847 -3.62973
H12 -3.33930 -1.39787 -3.59933
S1 5.38050 3.14473 3.19187
Sb1 3.34180 2.26073 2.61097
S2 2.81300 0.30543 3.67007
S3 1.64280 3.77403 2.30957
F1 0.26340 -2.24877 -1.62533
C19 1.31280 -1.43947 -1.66643
F2 2.10310 -1.83347 -2.65623
F3 0.88930 -0.20547 -1.95563
S4 2.32270 -1.30567 -0.10953
O1 1.49190 -0.63627 0.86027
O2 2.79280 -2.59327 0.22257
N6 3.41940 -0.34457 -0.69793
S5 3.44360 1.14293 -0.30473
O3 4.42990 1.44193 0.69217
O4 2.17570 1.75873 -0.04933
C20 4.08090 1.99613 -1.83723
F4 3.93330 3.31263 -1.70873
F5 5.36570 1.74363 -2.03623
F6 3.39670 1.61673 -2.91283

Output
<S²>: 0.76
multiplicity: 2
E: -120914.560 eV
energy above the lowest of the compared OMol25 structures with the same formula, charge and spin: 54.73 kcal/mol
LUMO (alpha / beta): -1.366 / -3.552 eV
gap between HOMO and LUMO (alpha / beta): 6.96 / 4.62 eV

***

Entry from the Open Molecules 2025 dataset: C20H12IInN3O4S as an isolated structure in a non-equilibrium geometry (the ωB97M-V functional and the def2-TZVPD basis).

Positions of all 42 atoms, in Å:
In1 -0.02959 0.13147 1.02350
O1 -0.22094 4.28277 0.06048
C1 -0.37033 3.08210 0.06588
N1 0.57302 2.09301 0.14900
C2 1.90776 2.36853 0.04702
O2 2.47106 3.43921 0.03024
C3 2.74026 1.10251 -0.12206
C4 4.11573 1.21553 -0.23611
C5 4.86253 0.07088 -0.45009
C6 4.21027 -1.14863 -0.55066
C7 2.83502 -1.17617 -0.41215
N2 2.10897 -0.07522 -0.20116
C8 -1.77201 2.51436 -0.08912
C9 -2.85217 3.37822 -0.13447
C10 -4.11460 2.84789 -0.33406
C11 -4.25150 1.47748 -0.48725
C12 -3.12055 0.68259 -0.41416
N3 -1.89965 1.18867 -0.21897
H1 4.55581 2.19922 -0.16245
H2 5.93959 0.12675 -0.53787
H3 4.75079 -2.06775 -0.72600
H4 2.29351 -2.10959 -0.46965
H5 -2.66981 4.43674 -0.02048
H6 -4.98174 3.49443 -0.37007
H7 -5.21706 1.02201 -0.65535
H8 -3.18325 -0.39212 -0.50629
I1 -1.69825 -2.65634 -6.42207
C13 -1.07497 -3.02563 -4.47252
C14 -1.12781 -4.31888 -3.96928
C15 -0.71235 -4.56004 -2.67085
C16 -0.26599 -3.51153 -1.87694
C17 -0.21368 -2.22085 -2.39014
C18 -0.61020 -1.97417 -3.69388
C19 0.19340 -3.82672 -0.49874
O3 0.68122 -4.85046 -0.14401
O4 0.18227 -2.72745 0.38908
H9 -1.48488 -5.13124 -4.58647
H10 -0.73896 -5.56052 -2.26055
H11 0.15110 -1.40063 -1.78426
H12 -0.56463 -0.97142 -4.09523
S1 -2.43301 -2.65770 0.33675
C20 -0.97368 -2.05281 0.64672

Output
<S²>: 0.76
multiplicity: 2
E: -57704.000 eV
energy above the lowest of the compared OMol25 structures with the same formula, charge and spin: 31.10 kcal/mol
LUMO (alpha / beta): -0.378 / -1.304 eV
gap between HOMO and LUMO (alpha / beta): 6.79 / 7.23 eV

***

Entry from the Open Molecules 2025 dataset: C20H12N2RhS6Sb as an isolated structure (the ωB97M-V functional and the def2-TZVPD basis).

Positions of all 42 atoms, in Å:
Rh1 1.53490 -1.69553 0.35042
S1 5.04763 -3.99915 2.53483
Sb1 4.07329 -2.22969 1.66465
S2 3.21552 -2.78184 -0.61593
S3 1.73632 -2.02274 2.54507
S4 4.90360 -0.16885 1.59111
S5 -5.52052 -3.14440 -0.51205
C1 -5.82454 -4.80703 -0.29261
C2 -4.68640 -5.49483 -0.00367
C3 -3.54358 -4.64890 0.03267
C4 -3.84427 -3.34120 -0.22830
C5 -2.91506 -2.19553 -0.26816
C6 -1.52771 -2.42138 -0.13509
N1 -0.63628 -1.45625 -0.14875
C7 -1.04405 -0.17313 -0.28744
C8 -2.38587 0.15839 -0.44123
C9 -2.75038 1.54380 -0.60006
C10 -1.80777 2.50837 -0.59892
C11 -0.41295 2.18410 -0.43496
C12 0.61150 3.15230 -0.41423
C13 1.91956 2.77865 -0.24302
C14 2.19232 1.39511 -0.09875
N2 1.25055 0.48246 -0.11411
C15 -0.03932 0.85814 -0.27780
C16 3.04593 3.72701 -0.18798
C17 4.32672 3.45855 0.20531
C18 5.16571 4.60605 0.15013
C19 4.49951 5.71214 -0.27933
S6 2.86018 5.37620 -0.61200
C20 -3.31930 -0.89156 -0.42673
H1 -6.82763 -5.19110 -0.38567
H2 -4.65565 -6.55872 0.17718
H3 -2.54929 -5.00785 0.25378
H4 -1.13472 -3.42139 -0.01364
H5 -3.79601 1.79684 -0.71958
H6 -2.08818 3.54717 -0.71865
H7 0.34200 4.19777 -0.51820
H8 3.19691 1.02045 0.05823
H9 4.66031 2.48626 0.54192
H10 6.21101 4.60098 0.42120
H11 4.88739 6.70877 -0.41662
H12 -4.37134 -0.64848 -0.53301

Output
<S²>: 6.03
multiplicity: 5
E: -98472.465 eV
energy above the lowest of the compared OMol25 structures with the same formula, charge and spin: 0.00 kcal/mol
LUMO (alpha / beta): -1.290 / -2.224 eV
gap between HOMO and LUMO (alpha / beta): 6.68 / 5.82 eV

***

Entry from the Open Molecules 2025 dataset: C20H13Cl3I2NO6Rh as an isolated structure in a non-equilibrium geometry (the ωB97M-V functional and the def2-TZVPD basis).

Positions of all 46 atoms, in Å:
Rh1 0.03763 1.33247 0.93810
I1 -3.97349 1.12902 4.17275
C1 -3.70893 2.14914 2.38889
C2 -4.75636 2.92836 1.85167
C3 -4.62457 3.58409 0.65939
I2 -6.23393 4.69427 -0.06650
C4 -3.40838 3.49859 -0.06808
C5 -3.14618 4.06103 -1.33377
C6 -1.93570 3.85814 -1.94027
C7 -0.95744 3.09388 -1.29055
N1 -1.16395 2.59353 -0.09348
C8 -2.37202 2.75156 0.51301
C9 -2.51001 2.04671 1.72802
O1 -1.47837 1.32920 2.14098
H1 -5.68476 2.99187 2.40212
H2 -3.91767 4.63579 -1.82874
H3 -1.72451 4.26442 -2.91842
H4 0.00669 2.89494 -1.74057
C10 2.14005 -4.17103 1.31617
C11 2.67550 -3.45030 0.11378
C12 2.64869 -4.02261 -1.14671
C13 3.12940 -3.32984 -2.24666
Cl1 3.06211 -4.07003 -3.82089
C14 3.63216 -2.05409 -2.11293
C15 3.66130 -1.46126 -0.85641
C16 3.19918 -2.16053 0.24591
O2 3.22143 -1.68519 1.53993
C17 3.52067 -0.32313 1.77643
C18 2.27924 0.48657 1.47300
O3 2.10515 1.01878 0.34089
O4 1.32596 0.52613 2.32005
H5 1.77957 -5.16060 1.03976
H6 1.31723 -3.61050 1.76355
H7 2.90665 -4.27912 2.08458
H8 2.23908 -5.01592 -1.27660
H9 3.98542 -1.51352 -2.97987
H10 4.01809 -0.44679 -0.77107
H11 4.37196 0.02610 1.19323
H12 3.74375 -0.24845 2.83867
Cl2 -1.23194 -3.09519 -0.38061
C19 -1.42182 -1.75370 -1.52839
Cl3 -0.15669 -1.76921 -2.76144
C20 -1.45139 -0.43211 -0.74986
O5 -2.49280 0.16805 -0.63590
O6 -0.27912 -0.13391 -0.26936
H13 -2.37687 -1.87559 -2.02381

Output
multiplicity: 1
E: -91503.235 eV
energy above the lowest of the compared OMol25 structures with the same formula, charge and spin: 10.80 kcal/mol
LUMO (alpha / beta): -1.700 / -1.699 eV
gap between HOMO and LUMO (alpha / beta): 6.65 / 6.65 eV